{
  "formula": "C56H96N8O3S",
  "method": "the ωB97M-V functional and the def2-TZVPD basis",
  "orbital_gap_ev": 8.4,
  "multiplicity": 1,
  "homo_ev": -7.82,
  "smiles": "C=C[C@](S)(CCc1ccccc1)O[C@@H](CCCCCOC(C)=O)CNCCCCCCCC.CCCC#N.CCCC#N.CCCC#N.CCCC#N.CCCC#N.CCCC#N.CCCC#N",
  "e_tot_ha": -3252.33097,
  "symbols": ["C", "C", "C", "S", "C", "C", "C", "C", "C", "C", "C", "C", "O", "C", "C", "C", "C", "C", "C", "O", "C", "C", "O", "C", "N", "C", "C", "C", "C", "C", "C", "C", "C", "H", "H", "H", "H", "H", "H", "H", "H", "H", "H", "H", "H", "H", "H", "H", "H", "H", "H", "H", "H", "H", "H", "H", "H", "H", "H", "H", "H", "H", "H", "H", "H", "H", "H", "H", "H", "H", "H", "H", "H", "H", "H", "H", "H", "H", "H", "H", "C", "C", "C", "C", "N", "H", "H", "H", "H", "H", "H", "H", "C", "C", "C", "C", "N", "H", "H", "H", "H", "H", "H", "H", "C", "C", "C", "C", "N", "H", "H", "H", "H", "H", "H", "H", "C", "C", "C", "C", "N", "H", "H", "H", "H", "H", "H", "H", "C", "C", "C", "C", "N", "H", "H", "H", "H", "H", "H", "H", "C", "C", "C", "C", "N", "H", "H", "H", "H", "H", "H", "H", "C", "C", "C", "C", "N", "H", "H", "H", "H", "H", "H", "H"],
  "positions_angstrom": [[-5.3909, 1.3038, -0.9204], [-5.3635, 1.2177, -2.4057], [-4.2030, 0.2640, -3.1417], [-4.4713, 0.3621, -4.9790], [-4.6285, -1.2930, -2.6958], [-3.7895, -2.4495, -3.4989], [-4.5792, -3.1283, -4.7667], [-6.1895, -2.8956, -5.1025], [-6.9575, -3.5609, -6.4218], [-6.1211, -4.4916, -7.4919], [-4.5191, -4.7407, -7.1556], [-3.7402, -4.0900, -5.8410], [-2.8554, 0.4664, -2.6408], [-2.0024, 1.3167, -3.4617], [-2.4936, 2.8896, -3.6014], [-2.6307, 3.3255, -5.2108], [-3.8720, 4.3853, -5.4745], [-5.1014, 3.7677, -6.3695], [-6.4198, 3.3533, -5.4494], [-7.6572, 4.0215, -5.9719], [-8.5394, 4.3511, -4.8411], [-9.0325, 3.3091, -3.6640], [-8.9665, 5.6303, -4.7270], [-0.5499, 1.4109, -2.6291], [-0.2526, 0.1296, -1.8484], [1.2429, -0.0014, -1.6602], [1.9895, 1.3336, -1.0692], [1.4839, 1.8056, 0.4192], [2.0346, 0.7518, 1.5845], [3.5173, 1.2114, 2.1749], [3.6571, 0.9535, 3.8154], [5.2512, 0.9021, 4.2529], [5.4961, 0.7110, 5.8668], [-6.4235, 1.5593, -0.4005], [-4.4231, 1.1457, -0.2590], [-6.1262, 1.7915, -3.1228], [-3.4744, -0.2869, -5.7237], [-5.7959, -1.4397, -2.6922], [-4.2952, -1.3741, -1.5524], [-2.6924, -2.0755, -3.7819], [-3.6069, -3.3313, -2.7151], [-6.8806, -2.2121, -4.4184], [-8.1115, -3.3393, -6.5754], [-6.6596, -4.9314, -8.4370], [-3.8791, -5.3824, -7.9005], [-2.5810, -4.2717, -5.6443], [-1.6801, 0.8397, -4.5078], [-1.6341, 3.6066, -3.1848], [-3.4498, 3.1544, -2.9821], [-2.6440, 2.3891, -5.9254], [-1.6390, 3.9247, -5.4988], [-3.4388, 5.3334, -6.0188], [-4.3302, 4.7810, -4.4477], [-5.4834, 4.6533, -7.0718], [-4.7295, 2.9046, -7.0728], [-6.2985, 3.7427, -4.3293], [-6.6380, 2.2019, -5.5005], [-10.2143, 3.2641, -3.5699], [-8.6497, 2.2129, -3.8324], [-8.6438, 3.6410, -2.5927], [0.2980, 1.6610, -3.4317], [-0.6072, 2.2702, -1.8019], [-0.6434, 0.3273, -0.8796], [1.7822, -0.3223, -2.6486], [1.4074, -0.8600, -0.8493], [3.1411, 1.0431, -0.9502], [1.9823, 2.2637, -1.8005], [0.3135, 1.8579, 0.4604], [1.9982, 2.8502, 0.6412], [1.2857, 0.7765, 2.5022], [2.0956, -0.3621, 1.1681], [4.3669, 0.6090, 1.6336], [3.6595, 2.3812, 2.0279], [3.1311, -0.0678, 4.0921], [3.0870, 1.8235, 4.3850], [5.7026, -0.0536, 3.7252], [5.8521, 1.8468, 3.8609], [6.4804, 0.0527, 5.9809], [4.5675, 0.2442, 6.4337], [5.7293, 1.7733, 6.3181], [-7.8351, -5.9477, -11.8353], [-6.7347, -5.8060, -12.8821], [-5.5139, -6.6787, -12.5841], [-4.9122, -6.2802, -11.2463], [-4.4129, -5.9496, -10.1366], [-7.4972, -5.6208, -10.8468], [-8.6972, -5.3291, -12.1042], [-8.1720, -6.9878, -11.7585], [-6.4338, -4.7527, -12.9400], [-7.1395, -6.0795, -13.8627], [-4.7609, -6.5521, -13.3690], [-5.7959, -7.7367, -12.5516], [6.2506, 2.4492, 10.8827], [5.7849, 1.1012, 10.3416], [6.9251, 0.2728, 9.7464], [7.5560, 1.0261, 8.5867], [8.0793, 1.6509, 7.6246], [6.6662, 3.0807, 10.0912], [5.4089, 2.9931, 11.3231], [7.0150, 2.3183, 11.6571], [5.0129, 1.2718, 9.5813], [5.3168, 0.5345, 11.1541], [6.5430, -0.6880, 9.3857], [7.6903, 0.0710, 10.5040], [4.9506, -4.8837, 3.6556], [5.8904, -3.9843, 2.8589], [7.0665, -3.4679, 3.6901], [6.5476, -2.6476, 4.8598], [6.1171, -1.9670, 5.8301], [4.4852, -4.3459, 4.4876], [4.1428, -5.2515, 3.0149], [5.4861, -5.7499, 4.0608], [5.3177, -3.1385, 2.4591], [6.2772, -4.5454, 2.0012], [7.7169, -2.8405, 3.0716], [7.6637, -4.3030, 4.0722], [8.6113, 0.4879, 3.2701], [10.1355, 0.4550, 3.2204], [10.6802, 0.2321, 1.8081], [10.1866, -1.1018, 1.2720], [9.7773, -2.2085, 0.8274], [8.1759, -0.4653, 2.9539], [8.2686, 0.6777, 4.2922], [8.2146, 1.2798, 2.6245], [10.4950, -0.3383, 3.8872], [10.5244, 1.4028, 3.6086], [11.7751, 0.2304, 1.8236], [10.3513, 1.0339, 1.1379], [3.1135, 3.7669, 13.8091], [1.7371, 3.1320, 13.9803], [1.8077, 1.6493, 14.3512], [2.5218, 0.8787, 13.2528], [3.1141, 0.2394, 12.3415], [3.6730, 3.3041, 12.9901], [3.0142, 4.8312, 13.5732], [3.7052, 3.6744, 14.7270], [1.1711, 3.2559, 13.0490], [1.1917, 3.6712, 14.7627], [0.7978, 1.2447, 14.4760], [2.3466, 1.5141, 15.2953], [-11.8840, -6.1912, -15.7858], [-10.7388, -5.1837, -15.7656], [-9.4930, -5.6841, -16.4993], [-8.9828, -6.9539, -15.8377], [-8.5595, -8.0073, -15.2887], [-11.6150, -7.1191, -15.2713], [-12.7608, -5.7800, -15.2757], [-12.1718, -6.4376, -16.8143], [-10.4886, -4.9521, -14.7231], [-11.0775, -4.2512, -16.2303], [-8.7072, -4.9220, -16.4684], [-9.7228, -5.8924, -17.5499], [6.6764, 7.3095, 14.3844], [7.3026, 6.0372, 13.8223], [7.4953, 6.0888, 12.3054], [6.1486, 6.2636, 11.6224], [5.0315, 6.4085, 11.0559], [5.6713, 7.4762, 13.9843], [6.5845, 7.2389, 15.4729], [7.2911, 8.1861, 14.1500], [6.6684, 5.1826, 14.0879], [8.2749, 5.8779, 14.3015], [7.9590, 5.1612, 11.9538], [8.1506, 6.9220, 12.0289]],
  "atomic_forces_ev_per_a": [[-0.3, 0.1, -3.9], [0.8, 0.2, 3.1], [-0.9, -1.5, 1.6], [0.0, 0.5, -0.5], [1.0, 0.2, 1.2], [-0.4, -0.9, 0.3], [-1.7, -1.6, -3.7], [1.5, -1.9, -2.2], [4.1, -0.8, 0.5], [1.9, 2.2, 4.2], [-1.5, 2.0, 2.2], [-4.2, 1.0, -0.5], [-0.9, 0.8, -1.9], [2.3, 1.3, 0.9], [0.7, 0.4, -1.2], [0.6, 1.0, 0.3], [-0.1, -0.1, 0.0], [-0.7, 1.2, -0.2], [0.4, -0.5, 0.2], [-1.1, 0.2, 3.6], [-1.8, 6.4, 0.4], [0.2, -0.7, 0.2], [2.7, -8.3, -1.0], [-0.6, 0.3, 0.4], [1.1, 1.7, 0.2], [0.8, -0.1, 1.1], [1.1, 0.1, 0.3], [0.9, -0.7, 0.0], [0.1, 0.5, 0.4], [-0.3, 0.0, 0.7], [0.3, 0.2, -0.5], [-0.4, -0.7, 0.0], [0.7, 1.0, -0.4], [2.6, 0.0, -1.2], [-2.3, -0.2, -1.6], [1.4, -1.8, 1.9], [-0.7, 0.3, 1.5], [2.5, 0.3, -0.3], [-0.7, 0.3, -2.4], [-2.5, -0.7, 0.4], [-0.4, 1.9, -1.7], [1.8, -1.6, -1.6], [2.8, -0.5, 0.4], [1.4, 0.9, 2.1], [-1.5, 1.5, 1.7], [-2.8, 0.3, -0.6], [-1.3, 0.9, 2.2], [-1.9, -1.7, -0.7], [1.7, -0.9, -1.3], [-0.3, 1.9, 1.5], [-2.0, -1.4, 0.7], [-0.9, -1.9, 1.0], [1.1, -0.9, -2.1], [0.7, -2.0, 1.5], [-0.9, 1.5, 1.6], [0.1, -1.1, -2.4], [0.7, 2.2, 0.3], [2.6, 0.4, -0.6], [-0.7, 2.2, 0.1], [-0.6, -0.4, -2.5], [-1.8, -0.6, 1.9], [0.1, -1.4, -2.2], [0.6, -0.6, -1.7], [-1.2, 0.6, 1.8], [-0.3, 1.7, -1.9], [-2.4, 0.6, -0.3], [-0.2, -2.0, 1.4], [2.2, 0.1, -0.1], [-1.5, -2.1, -0.4], [1.5, -0.2, -1.9], [-0.2, 2.4, 0.9], [-1.6, 1.3, 1.0], [-0.2, -2.5, 0.0], [1.2, 2.0, -0.5], [1.2, -1.8, -1.1], [-0.9, 1.9, 0.9], [-1.4, -1.9, 0.8], [-2.5, 1.8, 0.1], [2.1, 0.8, -1.3], [-0.6, -2.1, -0.8], [-0.1, 0.0, 0.0], [-0.3, 0.3, 0.0], [0.3, 0.5, 0.9], [3.6, 2.0, 7.5], [-4.0, -2.7, -9.0], [0.0, -0.1, -0.1], [0.1, -0.1, 0.0], [0.0, 0.2, 0.0], [0.1, -0.2, 0.0], [0.2, -0.1, 0.1], [0.0, 0.0, 0.3], [0.1, 0.2, 0.1], [0.0, 0.1, 0.0], [-0.2, 0.2, 0.2], [0.2, 0.7, -0.9], [3.8, 4.0, -6.5], [-4.1, -4.9, 7.7], [0.0, -0.1, 0.1], [0.1, -0.1, 0.0], [0.0, 0.0, -0.1], [0.1, -0.2, 0.1], [0.1, 0.0, -0.2], [0.2, 0.2, -0.1], [0.0, 0.1, -0.2], [-0.1, -0.1, 0.0], [-0.4, -0.2, -0.1], [-0.6, 0.7, 0.7], [-2.6, 4.5, 6.6], [3.4, -6.3, -7.6], [0.1, 0.0, -0.1], [0.1, 0.0, 0.1], [-0.1, 0.1, 0.0], [0.2, -0.1, 0.0], [0.1, 0.2, 0.1], [0.0, 0.0, 0.2], [-0.1, 0.2, 0.1], [0.0, 0.1, 0.1], [-0.3, 0.0, 0.3], [-0.3, -1.0, -0.1], [-2.6, -7.4, -3.3], [3.2, 8.8, 3.6], [0.1, 0.1, 0.0], [0.0, 0.0, -0.2], [0.0, -0.1, 0.1], [0.1, 0.1, -0.1], [0.1, -0.1, -0.1], [-0.2, -0.2, -0.2], [0.0, -0.2, 0.0], [0.1, 0.2, 0.0], [0.1, 0.4, -0.2], [0.4, -0.4, -1.0], [4.0, -4.6, -6.0], [-4.7, 5.1, 7.3], [-0.1, 0.0, 0.1], [0.1, -0.2, 0.0], [0.0, 0.0, -0.1], [0.0, -0.1, 0.2], [0.0, -0.2, -0.1], [0.2, -0.1, -0.1], [0.0, -0.1, -0.2], [-0.1, 0.0, 0.0], [-0.4, 0.0, 0.2], [0.3, -0.8, 0.7], [3.1, -7.1, 3.5], [-3.4, 8.4, -4.3], [0.0, 0.1, -0.1], [0.1, -0.1, -0.1], [0.0, 0.0, 0.1], [0.1, 0.0, -0.2], [0.2, -0.1, 0.0], [0.0, -0.3, 0.0], [0.1, -0.1, 0.2], [0.0, 0.1, 0.1], [-0.2, 0.1, 0.4], [-1.1, 0.0, -0.3], [-7.4, 1.0, -4.1], [8.8, -1.2, 4.6], [0.1, 0.0, 0.0], [0.1, 0.0, -0.1], [-0.1, -0.1, 0.0], [0.2, 0.1, -0.1], [-0.1, -0.1, -0.2], [-0.2, 0.2, -0.1], [-0.2, -0.1, -0.1]]
}